--- P ---
The molecule C7H8N2O. Source: the Open Molecules 2025 dataset; level of theory: the ωB97M-V functional and the def2-TZVPD basis.

Values from the calculation:
- total charge = 0
- HOMO-LUMO gap (Ha) = 0.4082
- SMILES string = CC(C)C(C#N)(C#N)C=O
- HOMO (eV) = -11.1

CARTESIAN COORDINATES (ANGSTROEM)
1 O 1.2945 -2.1971 1.2482
2 N 1.5790 0.4514 -2.5248
3 N 2.2229 1.6957 1.5516
4 C -1.0083 1.5228 0.1391
5 C -1.4127 -1.0118 -0.3105
6 C 1.6984 0.8920 0.9616
7 C 1.3593 -1.5311 0.2782
8 C 1.2905 0.3476 -1.4277
9 C 0.9610 -0.0765 0.1563
10 C -0.5453 0.1173 0.4168
11 H -2.4061 -0.5673 -0.4067
12 H -0.7898 -0.2015 1.4503
13 H 1.4824 -1.9727 -0.8342
14 H -1.9862 1.7535 0.6623
15 H -1.4054 -2.0306 0.2077
16 H -0.2996 2.0851 0.6908
17 H -1.0916 -1.1880 -1.3787
18 H -0.9430 1.9113 -0.8802



--- Q ---
The molecule C7H8N2O. Source: the Open Molecules 2025 dataset; level of theory: the ωB97M-V functional and the def2-TZVPD basis.

Values from the calculation:
- total charge = 0
- HOMO-LUMO gap (Ha) = 0.3546
- SMILES string = CC(=O)Nc1ccccn1
- HOMO (eV) = -9.1

CARTESIAN COORDINATES (ANGSTROEM)
1 O -3.4653 -0.8214 -0.6083
2 N 0.9452 -1.5994 0.0802
3 N -1.1541 -1.0823 -0.3887
4 C -2.3523 -0.4484 -0.0790
5 C 2.8258 0.0340 -0.0979
6 C 0.5464 0.6541 -0.6408
7 C 1.8680 0.9865 -0.4630
8 C -2.2898 0.9184 0.6393
9 C 2.3309 -1.2742 0.2502
10 C 0.1455 -0.6342 -0.2188
11 H 3.8268 0.1162 0.0450
12 H -3.0879 0.8655 1.4723
13 H -1.4534 1.1427 1.3620
14 H -0.2420 1.3285 -0.9428
15 H -2.4128 1.8579 -0.1641
16 H 2.3266 1.9839 -0.6498
17 H 2.8989 -1.9545 0.4371
18 H -1.2564 -2.0734 -0.0330



The most stable arrangement is Q, and the next structure is 39.6 kJ/mol less stable.